1.
The following is a DFT calculation (ωB97M-V/def2-TZVPD) of a cluster of 12 separate species, C21H69N21O12 in total in a non-equilibrium geometry.

Computed properties:
Frontier orbital gap ... 8.45 eV
Energy above the lowest of the compared OMol25 structures with the same formula, charge and spin ... 21.0 kcal per mole
Multiplicity ... 1
Max |F| ... 2.2 eV/Å
Structure (SMILES) ... COC[C@H](C)N.COC[C@H](C)N.COC[C@H](C)N.NC(N)=O.NC(N)=O.NC(N)=O.NC(N)=O.NC(N)=O.NC(N)=O.NC(N)=O.NC(N)=O.NC(N)=O
E_tot ... -78766.2488 eV

XYZ file:
```
123
Properties=species:S:1:pos:R:3:forces:R:3:mulliken_charge:R:1
C 3.26437 5.04567 -1.89403 -0.608 -0.568 -0.389 -0.816
O 2.17076 4.17365 -2.16962 -0.189 -0.662 0.606 -0.218
C 0.89548 4.77049 -2.30461 0.424 0.796 -0.245 -0.948
C -0.20116 3.75317 -2.56349 0.309 -1.021 -0.368 0.247
C -0.36764 2.71831 -1.46858 -0.697 -0.104 1.537 -0.667
N 0.01953 2.94714 -3.81856 0.177 1.558 0.907 -0.668
H 3.69958 5.30400 -2.86093 0.333 0.314 0.182 0.311
H 3.94928 4.47805 -1.26699 0.201 0.076 -0.181 0.189
H 2.96671 5.94312 -1.34514 -0.170 0.072 -0.089 0.319
H 0.67481 5.36176 -1.40635 -0.184 -0.183 0.247 0.324
H 0.96474 5.51870 -3.10407 -0.284 -0.123 -0.302 0.490
H -1.15084 4.28605 -2.64123 0.087 0.241 -0.116 0.430
H 0.42953 1.98326 -1.36922 0.216 0.168 -0.720 -0.009
H -1.30331 2.17997 -1.63585 0.126 -0.232 -0.285 0.058
H -0.51004 3.07981 -0.44168 0.085 0.660 -0.094 0.282
H -0.47437 2.08188 -3.61113 0.171 -0.295 -0.515 0.127
H 1.01798 2.76816 -3.76557 0.021 -0.456 -0.339 0.418
C 2.68821 2.89315 4.79428 0.682 0.815 0.931 -0.668
O 2.32934 1.62353 5.30114 -0.805 0.767 0.060 -0.444
C 1.04559 1.60356 5.90442 -0.300 -0.369 0.369 -0.852
C -0.16597 1.82091 4.98581 -0.434 -0.605 -0.423 0.189
C -1.39109 1.42604 5.79173 -0.538 -0.175 -0.441 -1.708
N -0.13681 1.02991 3.72720 0.982 -0.166 0.962 1.073
H 1.93701 3.42632 4.20852 -0.125 -0.540 -0.344 0.173
H 3.63920 2.80812 4.27158 -0.212 -0.157 -0.327 0.256
H 2.88530 3.57009 5.63391 0.019 -0.026 0.140 0.398
H 0.99282 0.62391 6.38489 -0.186 -0.251 -0.423 0.329
H 0.91674 2.26797 6.76728 0.557 0.555 -0.183 0.504
H -0.28797 2.83618 4.59937 0.284 0.327 0.636 0.257
H -1.37125 0.34906 5.97653 0.234 0.004 0.287 0.343
H -2.29949 1.56318 5.20177 0.019 0.309 0.014 0.355
H -1.48856 1.96851 6.73106 0.043 -0.029 0.009 0.436
H -0.20432 0.04309 3.97902 -0.197 -0.175 -0.072 0.085
H 0.84577 1.09934 3.46307 -0.077 -0.093 -0.610 -0.880
C -5.92120 1.56645 -4.94378 1.194 -1.616 -0.607 -0.805
O -5.09297 0.72342 -4.11664 -0.787 0.753 0.178 -0.324
C -3.74675 1.13588 -4.08682 0.903 -0.346 -0.602 -0.693
C -2.89275 -0.11055 -3.99683 1.411 -0.692 -1.009 0.583
C -3.26144 -1.03739 -2.89690 0.765 -1.094 1.489 -1.278
N -1.44966 0.27382 -3.90688 -0.401 0.245 0.052 -0.221
H -6.94942 1.21087 -5.00104 -0.131 0.246 1.108 0.269
H -5.61198 1.28049 -5.95655 0.316 1.022 -0.319 0.327
H -5.76299 2.60776 -4.67629 -0.394 0.132 -0.260 0.293
H -3.39532 1.62849 -5.00266 -0.570 0.119 -0.319 0.441
H -3.44235 1.84544 -3.30973 -0.611 -0.131 0.522 0.182
H -2.92276 -0.66091 -4.94373 -0.855 -0.004 -0.080 0.270
H -2.54336 -1.85457 -2.75010 0.477 0.199 -0.467 0.126
H -4.16151 -1.64112 -3.00147 -0.529 0.859 -0.035 0.493
H -3.16377 -0.50550 -1.94473 -0.680 0.021 0.113 0.194
H -1.11293 0.37636 -4.85845 0.017 0.264 -0.020 0.324
H -0.88504 -0.49165 -3.55575 -0.197 0.011 0.320 -0.303
N 0.44259 -2.42257 -4.08364 0.337 0.385 1.552 -0.206
C 0.08269 -3.37746 -4.95958 0.580 -0.562 0.581 0.539
N 0.99430 -3.58949 -5.95864 -0.700 -0.504 -0.426 -0.447
O -0.93363 -4.03514 -4.80882 -0.484 0.050 -1.060 -0.757
H -0.03392 -2.52939 -3.19290 -0.113 0.162 0.036 -0.021
H 1.43322 -2.31975 -3.91205 0.021 0.408 -0.221 0.231
H 1.84986 -3.06434 -5.95530 -0.184 0.252 -0.388 0.194
H 0.53175 -3.82401 -6.82311 0.595 -0.175 -0.176 0.274
N 4.87909 1.67386 -0.93250 1.829 1.006 -0.068 -0.251
C 4.16336 0.61904 -1.39315 -0.135 -0.104 -0.138 0.410
N 2.85965 0.77142 -1.01842 0.667 -0.750 0.249 0.749
O 4.63907 -0.27946 -2.07356 -0.337 -0.007 0.113 -0.700
H 5.79132 1.82098 -1.33247 0.008 -0.319 0.138 0.210
H 4.72210 2.12867 -0.04767 -0.477 0.077 -0.063 0.148
H 2.65264 1.75222 -0.92029 -0.870 -0.153 -0.078 -0.433
H 2.21219 0.06161 -1.34421 -0.539 0.548 -0.157 -0.054
N 1.60247 3.21551 1.43102 -0.505 -0.472 0.381 0.507
C 2.65755 4.06105 1.39486 1.415 -0.884 -0.526 0.311
N 2.29584 5.33696 1.58996 -0.052 1.992 0.211 -0.360
O 3.81940 3.69758 1.19252 -0.633 0.256 0.144 -0.736
H 0.82971 3.60517 1.94680 -0.362 -0.560 -0.107 0.104
H 1.81944 2.24465 1.60656 -0.102 -0.058 -0.101 -0.457
H 1.33455 5.63143 1.60756 -0.047 -0.264 -0.102 0.161
H 2.93250 6.08316 1.36491 0.261 -0.300 0.053 0.289
N 0.06134 0.17245 0.46761 0.257 0.879 0.959 3.350
C 0.12712 -0.89015 -0.38330 -1.533 0.386 0.030 -0.836
N -0.40427 -2.00723 0.16240 0.804 -0.145 -0.817 0.764
O 0.55907 -0.73445 -1.53342 -0.034 -0.961 0.003 -0.852
H -0.26503 -0.00800 1.40260 -0.161 0.079 -0.026 -0.702
H -0.10599 1.11242 0.13868 0.127 -0.385 -0.201 -0.652
H -0.49364 -2.85765 -0.39586 -0.002 0.166 0.175 0.131
H -0.71480 -1.99044 1.12713 -0.217 0.040 -0.232 -0.596
N -2.80668 -2.88040 4.38597 -0.604 0.061 0.189 -0.508
C -1.89143 -2.82056 3.38531 0.432 0.748 1.033 0.344
N -1.17637 -3.93424 3.25661 0.373 0.030 -1.045 -0.255
O -1.66113 -1.78573 2.75333 -0.137 -0.055 -0.208 -0.509
H -2.65122 -3.61868 5.04874 -0.344 0.201 0.280 0.176
H -3.20702 -2.01492 4.70563 0.028 -0.077 0.012 0.275
H -1.41015 -4.76186 3.76989 0.158 -0.146 -0.251 0.251
H -0.52688 -3.92190 2.47727 0.225 -0.704 0.378 0.163
N -3.30007 0.13428 1.36570 -0.373 -0.211 -0.104 0.046
C -3.26933 1.46698 1.24498 -0.278 1.620 -0.776 0.418
N -2.31114 2.04807 2.00568 1.677 0.553 1.381 0.108
O -4.00162 2.12212 0.50251 0.015 -0.411 0.362 -0.758
H -2.57737 -0.34289 1.89225 -0.624 -0.493 -0.250 0.106
H -4.02300 -0.27715 0.79944 0.386 -0.579 0.117 0.239
H -1.64844 1.54608 2.59272 -0.282 -0.430 -0.203 -0.125
H -2.16983 3.03172 2.15188 -0.829 0.153 -0.759 0.246
N -1.40180 -6.10077 -0.64929 -0.788 0.706 -0.568 -0.416
C -1.50835 -5.15942 -1.61209 0.994 0.230 -1.900 0.340
N -1.96154 -5.61641 -2.81585 -0.428 -0.193 1.092 -0.392
O -1.07279 -4.02055 -1.52610 0.060 0.582 0.434 -0.418
H -1.66849 -6.97820 -1.05264 0.503 -0.732 1.417 0.137
H -0.91946 -5.80461 0.18447 -0.035 -0.712 0.235 0.148
H -2.32570 -6.55159 -2.80794 -0.072 0.096 -0.802 0.132
H -1.75060 -5.05313 -3.63850 -0.197 -0.177 0.015 0.366
N 2.57507 -4.90778 -0.03644 0.053 0.158 -0.551 -0.368
C 1.62373 -5.35231 0.82190 0.410 1.951 -0.461 0.554
N 1.82968 -6.60415 1.21117 -0.830 -1.450 1.077 -0.451
O 0.71299 -4.64968 1.27103 0.278 -0.409 -0.228 -0.672
H 3.13692 -5.60850 -0.48605 0.205 0.236 -0.089 0.211
H 2.50978 -4.01513 -0.49758 -0.299 -0.034 0.094 0.168
H 2.51921 -7.21382 0.81574 0.077 0.015 0.229 0.146
H 1.34531 -6.82134 2.06777 0.175 -0.540 -0.204 0.245
N 2.88730 -0.07730 3.25841 0.227 1.420 0.736 -0.274
C 2.20614 -1.19453 2.98801 0.170 -1.771 -0.060 0.604
N 2.08478 -1.50803 1.69085 0.002 -0.957 -1.303 -0.063
O 1.78912 -1.95122 3.86579 -0.587 0.484 0.243 -0.681
H 3.53122 0.33143 2.60479 -0.126 0.093 -0.045 0.167
H 2.70065 0.33582 4.17640 0.755 -0.153 -0.474 0.272
H 1.54005 -2.32413 1.45327 0.108 -0.072 0.318 -0.050
H 2.24316 -0.89764 0.90506 0.208 0.471 0.417 0.172
```
Positions in Å, forces in eV/Å.

2.
The following is a DFT calculation (ωB97M-V/def2-TZVPD) of a cluster of 14 separate species, C21H70O21 in total in a non-equilibrium geometry.

Computed properties:
Frontier orbital gap ... 9.85 eV
Energy above the lowest of the compared OMol25 structures with the same formula, charge and spin ... 17.3 kcal per mole
Multiplicity ... 1
Max |F| ... 2.9 eV/Å
E_tot ... -65903.4643 eV

XYZ file:
```
112
Properties=species:S:1:pos:R:3:forces:R:3:mulliken_charge:R:1
C 1.13813 -2.86230 -2.19389 1.633 -0.816 -0.835 -0.169
O -0.10453 -3.46113 -2.08737 -1.558 0.076 -0.454 -0.566
H 1.25531 -2.15939 -1.40011 0.449 0.643 0.596 -0.022
H 1.94513 -3.64353 -2.14888 -0.499 0.822 0.056 0.309
H 1.24710 -2.33347 -3.15844 -0.179 -0.202 0.352 0.147
H -0.05406 -4.37353 -1.81901 0.338 -0.627 0.283 0.237
C 2.57191 -2.18931 4.16447 0.994 -0.527 0.405 -0.630
O 2.76560 -1.46005 2.97899 -0.003 0.426 -0.449 -0.474
H 3.26337 -1.80800 4.94660 -0.459 -0.201 -0.206 0.243
H 1.53750 -2.10460 4.49894 0.041 -0.371 0.151 0.293
H 2.87737 -3.26752 3.98487 -0.529 1.039 0.279 0.119
H 1.97165 -0.89751 2.83293 0.278 -0.314 0.159 0.187
C -1.72537 -2.86127 3.95529 -0.633 0.577 0.837 -0.365
O -0.64851 -3.38362 4.71438 -0.307 0.114 0.165 -0.569
H -1.40254 -2.26359 3.11701 0.412 0.665 -0.157 -0.014
H -2.38969 -3.57402 3.49021 -0.169 -0.818 0.182 0.327
H -2.34701 -2.25354 4.66247 0.585 -0.328 -0.735 0.306
H -0.24783 -4.12805 4.25913 0.102 -0.142 -0.372 0.389
C -2.88303 -1.84580 -2.52273 -2.204 0.674 1.770 -0.541
O -2.78758 -2.93268 -1.57694 0.898 0.185 -0.660 -0.570
H -3.98883 -1.81034 -2.74967 1.188 0.216 -0.041 0.239
H -2.61988 -0.89196 -1.98840 -0.051 -0.701 -0.760 0.065
H -2.34010 -1.95537 -3.44425 0.457 -0.314 -0.214 0.369
H -1.82943 -3.09819 -1.49393 -0.262 -0.012 -0.094 0.511
C 1.27706 3.81967 -1.28803 -0.524 0.910 -0.897 -0.215
O -0.09835 4.19734 -1.09624 0.307 -0.529 0.093 -0.529
H 1.90735 4.01632 -0.41503 -0.206 -0.472 0.011 0.145
H 1.36018 2.81314 -1.72042 0.106 -0.008 0.581 -0.016
H 1.62294 4.49509 -2.07713 0.165 -0.053 0.052 0.381
H -0.34278 4.04180 -0.17487 0.115 0.044 0.253 0.284
C 3.11666 2.36021 1.99965 -0.641 -0.954 -1.439 -0.301
O 2.96366 3.74613 1.95169 0.009 1.150 0.616 -0.564
H 3.43911 2.03495 0.98732 -0.429 -0.391 0.551 0.068
H 3.79960 1.94610 2.71135 0.710 0.253 0.740 0.520
H 2.13198 1.97567 2.26885 0.112 -0.263 -0.334 -0.086
H 3.81981 4.16040 1.90376 0.383 0.291 -0.031 0.285
C -4.69700 -2.56799 1.04154 0.773 -0.328 -0.837 -0.237
O -3.85679 -3.71721 0.97822 0.110 -0.061 0.369 -0.554
H -5.49126 -2.63014 0.29629 -0.444 -0.158 0.325 0.339
H -5.02586 -2.45292 2.06173 -0.501 -0.290 0.223 0.377
H -4.18353 -1.64550 0.80802 0.603 0.315 -0.145 -0.223
H -3.35590 -3.76164 0.14552 -0.588 0.601 0.097 0.410
C -4.20191 1.54149 0.56123 -0.213 -0.375 0.626 0.107
C -5.67603 1.47512 0.14802 0.144 1.431 -0.922 -0.667
O -5.60259 1.84834 -1.25350 1.420 0.476 0.975 -0.420
O -3.45864 2.72549 0.31396 -0.999 0.278 -0.373 -0.494
H -3.63381 0.74701 0.10288 -0.095 -0.790 -0.096 -0.060
H -4.22725 1.41440 1.63195 0.433 -0.249 0.526 0.407
H -6.24571 2.27915 0.66617 0.260 -0.524 -0.139 0.286
H -6.21106 0.50603 0.30367 0.878 0.552 -0.065 0.344
H -6.30233 1.53822 -1.77101 -1.834 -0.835 -0.946 0.264
H -3.63209 3.05939 -0.59891 0.206 -0.025 0.477 0.259
C -3.04836 3.89505 -3.26725 -1.726 -0.687 0.552 -0.594
C -2.44753 2.53159 -3.35417 -1.112 -1.340 -0.857 0.626
O -3.38794 1.40490 -3.42210 0.726 1.170 0.489 -0.583
O -3.78705 4.11079 -2.03347 0.268 -0.007 -0.204 -0.563
H -3.72157 4.05085 -4.10545 0.054 0.293 -0.201 0.330
H -2.22096 4.56118 -3.25656 0.506 0.962 -0.071 0.346
H -1.72619 2.46025 -2.57318 0.510 -0.540 0.885 -0.537
H -1.90447 2.45784 -4.29344 0.128 0.099 -0.116 0.481
H -3.84150 1.31194 -2.56787 0.094 0.231 -0.168 0.233
H -4.73525 3.92002 -2.11148 0.463 -0.133 -0.385 0.302
C 1.39977 -4.31394 1.92957 -0.390 -0.424 -0.193 0.479
C 0.30971 -4.36401 0.89864 -0.169 -0.351 -0.613 0.714
O 0.46324 -5.47599 -0.02490 -0.622 -0.659 0.966 -0.681
O 0.97296 -5.12722 3.03956 1.059 -0.174 0.262 -0.652
H 1.60655 -3.30350 2.23709 -0.105 0.444 0.152 -0.277
H 2.29251 -4.70222 1.44373 0.284 -0.224 0.168 0.306
H 0.35699 -3.50859 0.22877 -0.099 0.213 0.379 -0.726
H -0.66815 -4.41998 1.39862 0.125 0.198 -0.208 0.278
H 0.10849 -6.27573 0.42719 0.448 0.783 -0.564 0.358
H 1.75072 -5.27101 3.61884 -0.727 0.093 -0.443 0.345
C 5.87247 -0.51455 -0.39881 -1.295 1.295 -0.168 -0.891
C 4.49229 -0.74973 0.27456 0.702 -1.066 -1.487 -0.068
O 3.46864 -0.15890 -0.52836 0.152 0.001 0.970 0.232
O 5.89976 -0.99391 -1.74590 0.102 -2.720 0.710 -0.541
H 6.61670 -0.93598 0.24781 0.773 -0.271 0.080 0.419
H 6.07787 0.53125 -0.63198 0.006 0.350 0.982 0.355
H 4.44712 -0.48599 1.35340 -0.034 -0.082 -0.753 0.105
H 4.37147 -1.86002 0.12567 -0.145 0.688 0.798 0.085
H 3.92372 0.38411 -1.16893 -0.221 0.320 -0.632 0.045
H 5.90408 -1.98641 -1.63718 -0.069 1.389 -0.687 0.310
C -0.33938 3.55607 3.24151 0.422 2.203 -1.152 -0.451
C -1.65815 2.78318 3.04530 0.726 0.887 0.560 -0.453
O -1.53120 1.46303 2.61769 -0.096 -0.527 -2.619 -0.373
O 0.19380 3.84236 1.87125 -0.033 -0.160 1.006 -0.463
H 0.49945 3.15144 3.87782 -1.162 -0.103 -0.598 0.283
H -0.64396 4.58601 3.66572 0.448 -1.535 -0.310 0.358
H -2.28398 3.36971 2.34662 0.274 -0.233 0.305 0.132
H -2.14514 2.73484 4.01102 -0.233 0.204 0.330 0.426
H -1.58221 1.47403 1.59385 0.135 -0.160 1.758 0.110
H 1.06949 4.29738 1.90062 -0.800 -0.685 0.382 0.200
C 3.43085 0.28746 -4.63760 -0.283 0.072 -0.009 -0.251
C 2.53463 1.47405 -4.96154 -0.129 -0.145 -0.233 -0.273
O 3.32784 2.62267 -4.98015 0.091 1.050 -1.173 -0.552
O 4.04936 0.52724 -3.37661 0.431 -0.510 -0.030 -0.395
H 4.17107 0.22407 -5.43922 0.155 -0.006 0.059 0.305
H 2.88760 -0.65278 -4.59883 -0.324 -0.164 -0.097 0.284
H 1.71626 1.62001 -4.22849 0.136 -0.462 -0.355 0.021
H 2.13664 1.39952 -6.01025 0.115 -0.202 1.106 0.328
H 3.70737 2.81917 -4.13529 0.210 -0.219 0.818 0.318
H 4.64679 -0.22684 -3.18067 -0.337 0.667 0.036 0.247
C 0.64395 -0.52269 0.83435 -0.226 0.826 -0.122 1.544
C 0.37354 0.74339 0.07121 0.498 0.261 -0.416 -0.460
O -1.03110 1.00737 -0.12185 0.416 -0.304 0.266 0.362
O 0.52022 -0.29662 2.21923 -0.756 -0.305 0.655 -0.383
H 1.69065 -0.73039 0.69342 0.300 -0.305 -0.303 -0.683
H 0.05044 -1.33826 0.43545 -0.386 -0.352 0.217 -0.729
H 0.91284 0.66071 -0.88404 -0.327 0.165 0.025 0.224
H 0.85009 1.52148 0.68262 -0.283 0.217 -0.430 0.073
H -1.13928 1.83390 -0.61271 0.098 0.008 0.134 -0.317
H -0.30473 0.18912 2.44881 0.449 -0.102 0.002 0.400
```
Positions in Å, forces in eV/Å.

Q: The highest frontier orbital gap belongs to which entry?
A: C21H70O21